# 1
A 6-piece molecular cluster, C12H24Cl12 overall at a distorted geometry. Source: OMol25; level of theory: ωB97M-V/def2-TZVPD.

Bonds (Å) are listed after each position.
Geometry (Å):
1 Cl 18.2263 41.0303 -12.6153  C19 1.833
2 Cl 3.9261 41.5882 -11.1567  C23 1.747
3 Cl 11.6743 44.8892 -14.2205  C15 1.793
4 Cl 10.6965 40.8129 -16.2401  C17 1.862
5 Cl 13.0913 44.9041 -11.2543  C18 1.786
6 Cl 8.8509 40.9311 -12.3123  C24 1.825
7 Cl 14.7429 42.0537 -12.3529  C13 1.772
8 Cl 7.6677 47.3606 -12.7812  C22 1.769
9 Cl 10.0581 47.9140 -10.7531  C16 1.815
10 Cl 6.5963 42.6013 -9.4041  C14 1.787
11 Cl 8.5965 41.3251 -18.8066  C21 1.861
12 Cl 10.5210 42.5591 -9.8929  C20 1.796
13 C 16.2364 42.6644 -11.6216  Cl7 1.772, C19 1.590, H39 1.090, H46 1.090
14 C 6.1436 40.9635 -9.9564  Cl10 1.787, C23 1.538, H26 1.090, H42 1.090
15 C 12.8342 46.1690 -13.7380  Cl3 1.793, C18 1.565, H33 1.090, H47 1.090
16 C 9.4865 46.2403 -11.1631  Cl9 1.815, C22 1.555, H34 1.090, H36 1.090
17 C 8.8555 40.5656 -16.1092  Cl4 1.862, C21 1.563, H28 1.090, H45 1.090
18 C 13.8622 45.5731 -12.7197  Cl5 1.786, C15 1.565, H40 1.090, H44 1.090
19 C 17.3837 42.6552 -12.7220  Cl1 1.833, C13 1.590, H31 1.090, H38 1.090
20 C 11.2534 41.7380 -11.3124  Cl12 1.796, C24 1.497, H27 1.090, H43 1.090
21 C 8.0814 41.5605 -17.0341  Cl11 1.861, C17 1.563, H25 1.090, H41 1.090
22 C 9.0003 46.2051 -12.6397  Cl8 1.769, C16 1.555, H32 1.090, H37 1.090
23 C 5.4987 40.8516 -11.3485  Cl2 1.747, C14 1.538, H29 1.090, H30 1.090
24 C 10.3263 41.9953 -12.4594  Cl6 1.825, C20 1.497, H35 1.090, H48 1.090
25 H 6.9961 41.4597 -17.0394  C21 1.090
26 H 7.0388 40.3526 -9.8402  C14 1.090
27 H 11.4752 40.6834 -11.1488  C20 1.090
28 H 8.6073 40.9780 -15.1312  C17 1.090
29 H 5.4033 39.8045 -11.6359  C23 1.090
30 H 6.1044 41.3199 -12.1243  C23 1.090
31 H 17.1762 42.8724 -13.7698  C19 1.090
32 H 9.7823 46.5541 -13.3140  C22 1.090
33 H 13.3448 46.5680 -14.6145  C15 1.090
34 H 10.2478 45.4839 -10.9726  C16 1.090
35 H 10.7007 41.8302 -13.4697  C24 1.090
36 H 8.7117 45.9020 -10.4751  C16 1.090
37 H 8.6769 45.2397 -13.0288  C22 1.090
38 H 18.1679 43.3392 -12.3975  C19 1.090
39 H 16.3252 42.0139 -10.7515  C13 1.090
40 H 14.3639 46.4810 -12.3846  C18 1.090
41 H 8.2528 42.6083 -16.7872  C21 1.090
42 H 5.4636 40.4927 -9.2465  C14 1.090
43 H 12.1987 42.2576 -11.4687  C20 1.090
44 H 14.5880 44.8725 -13.1325  C18 1.090
45 H 8.5260 39.5291 -16.1804  C17 1.090
46 H 16.0544 43.6691 -11.2403  C13 1.090
47 H 12.3020 46.9459 -13.1891  C15 1.090
48 H 9.8615 42.9810 -12.4787  C24 1.090

The LUMO energy (alpha / beta) is -2.45 / -10.40 eV. As for the energy above the lowest of the compared OMol25 structures with the same formula, charge and spin: 0.875 eV. As for the total charge: +1. Its spin multiplicity is 2. The highest occupied orbital energy (alpha / beta) is -12.71 / -12.71 eV. The value obtained for the HOMO-LUMO gap (alpha / beta) is 10.257 / 2.309 eV.


# 2
One molecule with the formula C4H5NO3 at a distorted geometry. Source: OMol25; level of theory: ωB97M-V/def2-TZVPD.

Bonds (Å) are listed after each position.
Geometry (Å):
1 O -0.1733 -1.9024 0.2136  C5 1.474, C7 1.492
2 O 0.2267 1.7328 -0.8816  N4 1.499, C6 1.535
3 O 1.3826 -0.4674 1.6415  C8 1.190
4 N 1.3180 1.4730 0.1122  O2 1.499, C8 1.471, H12 1.195
5 C -1.1791 -1.0330 0.8491  O1 1.474, C7 1.494, H9 1.031, H10 1.137
6 C -0.0033 0.3503 -1.5074  O2 1.535, C7 1.620, H11 1.065, H13 1.101
7 C -0.1951 -0.4456 -0.1097  O1 1.492, C5 1.494, C6 1.620, C8 1.574
8 C 1.0056 0.1639 0.7057  O3 1.190, N4 1.471, C7 1.574
9 H -1.9875 -1.1902 0.2288  C5 1.031
10 H -1.3425 -1.1213 1.9705  C5 1.137
11 H 0.7045 -0.1493 -2.1275  C6 1.065
12 H 1.1537 2.2129 1.0355  N4 1.195
13 H -0.9103 0.3763 -2.1309  C6 1.101

The LUMO energy is 0.60 eV. As for the energy above the lowest of the compared OMol25 structures with the same formula, charge and spin: 6.075 eV. The structure (SMILES) is O=C1NOC[C@]12CO2. Its spin multiplicity is 1. The highest occupied orbital energy is -9.63 eV. The value obtained for the HOMO-LUMO gap is 10.232 eV.


# 3
An isolated ion of composition C8H14NO2Si and charge -1 at a distorted geometry. Source: OMol25; level of theory: ωB97M-V/def2-TZVPD.

Bonds (Å) are listed after each position.
Geometry (Å):
1 Si 0.9530 0.4374 -0.1054  C5 2.017, C6 1.942, C7 1.846, C9 1.974
2 O -0.4325 2.1354 0.9313  C8 1.299
3 O -2.5981 1.9985 0.1874  C8 1.203
4 N -1.6405 -0.6446 -2.4683  C12 1.166
5 C -1.0324 0.0804 -0.0762  Si1 2.017, C8 1.649, C11 1.589, C12 1.411
6 C 1.2611 1.6561 -1.5856  Si1 1.942, H18 1.065, H20 1.078, H24 1.106
7 C 2.0866 0.7203 1.3244  Si1 1.846, H15 1.087, H16 1.092, H26 1.094
8 C -1.4769 1.6038 0.3719  O2 1.299, O3 1.203, C5 1.649
9 C 1.9583 -1.1536 -0.7009  Si1 1.974, H14 1.091, H22 1.099, H23 1.154
10 C -2.7652 -1.6845 0.6584  C11 1.491, H13 1.208, H19 1.041, H25 1.039
11 C -1.4312 -1.0793 0.9339  C5 1.589, C10 1.491, H17 1.109, H21 1.070
12 C -1.4344 -0.3490 -1.3591  N4 1.166, C5 1.411
13 H -2.9778 -2.5852 1.4352  C10 1.208
14 H 2.9173 -0.6735 -0.9023  C9 1.091
15 H 2.4071 1.7532 1.2173  C7 1.087
16 H 3.0075 0.1696 1.1207  C7 1.092
17 H -1.2892 -0.5549 1.9008  C11 1.109
18 H 1.8584 2.3490 -1.0409  C6 1.065
19 H -3.0048 -1.9921 -0.3067  C10 1.041
20 H 1.6880 1.4959 -2.5622  C6 1.078
21 H -0.6809 -1.8375 0.8500  C11 1.070
22 H 1.7501 -1.7934 -1.5701  C9 1.099
23 H 2.2359 -1.9277 0.1092  C9 1.154
24 H 0.3742 2.3073 -1.6971  C6 1.106
25 H -3.4682 -0.9930 0.9856  C10 1.039
26 H 1.7347 0.5615 2.3484  C7 1.094

The LUMO energy is 3.50 eV. As for the energy above the lowest of the compared OMol25 structures with the same formula, charge and spin: 1.407 eV. As for the total charge: -1. The structure (SMILES) is CC[C@@](C#N)(C(=O)[O-])[Si](C)(C)C. Its spin multiplicity is 1. The highest occupied orbital energy is -5.05 eV. The value obtained for the HOMO-LUMO gap is 8.550 eV.


Question: Look up the energy above the lowest of the compared OMol25 structures with the same formula, charge and spin of the first one.
Answer: 0.875 eV